1.
This record from OMol25 describes a molecular structure, C12H18AuN3OS2 in a non-equilibrium geometry. The level of theory is wB97M-V/def2-TZVPD.

Each line ends with the Löwdin spin population.
Geometry (Å):
Au (0.348, 0.031, -0.559)  0.396
C (-0.040, -3.081, 0.506)  0.001
C (-0.636, -2.207, 1.550)  0.011
C (-1.206, -2.763, 2.710)  0.000
C (-1.747, -1.935, 3.659)  0.013
C (-1.735, -0.539, 3.452)  0.013
C (-2.295, 0.367, 4.380)  0.172
C (-2.263, 1.728, 4.143)  0.004
C (-1.697, 2.225, 2.977)  0.121
C (-1.124, 1.364, 2.026)  0.127
S (-0.364, 2.041, 0.650)  0.658
C (-1.145, -0.050, 2.254)  0.062
N (-0.619, -0.898, 1.351)  0.109
H (-0.151, -4.127, 0.771)  0.000
H (1.022, -2.861, 0.402)  0.000
H (-0.534, -2.907, -0.448)  0.000
H (-1.207, -3.836, 2.836)  0.000
H (-2.179, -2.332, 4.567)  0.000
H (-2.761, -0.025, 5.273)  0.008
H (-2.682, 2.410, 4.865)  -0.002
H (-1.689, 3.289, 2.793)  0.005
N (2.003, -0.808, -3.199)  0.004
N (1.229, -1.437, -2.159)  0.019
H (2.090, -1.426, -4.007)  0.000
H (2.942, -0.640, -2.844)  0.000
H (1.731, -2.217, -1.721)  0.000
H (0.397, -1.825, -2.604)  0.000
C (2.697, 2.494, -2.793)  0.028
S (0.989, 1.910, -2.511)  0.151
C (0.415, 1.814, -4.242)  0.032
O (0.260, 2.986, -1.863)  0.057
H (2.625, 3.502, -3.193)  0.005
H (3.181, 1.826, -3.496)  0.000
H (3.226, 2.515, -1.846)  0.000
H (1.012, 1.068, -4.754)  0.000
H (0.543, 2.801, -4.678)  0.006
H (-0.636, 1.543, -4.246)  0.000

gap between HOMO and LUMO (spin up / spin down): 8.21 / 6.35 eV
charge: +2
E_HOMO (spin up / spin down): -0.5556 / -0.5706 hartree
LUMO energy (spin up / spin down): -6.908 / -9.178 eV
2S+1: 3

2.
This record from OMol25 describes 3 unconnected molecules or ions with the total composition C6H18O2 in a non-equilibrium geometry. The level of theory is wB97M-V/def2-TZVPD.

Each line ends with the Mulliken charge.
Geometry (Å):
C (-3.069, -1.073, -1.293)  -1.304
C (-1.763, -0.634, -0.689)  -0.135
C (-0.779, -0.090, -1.746)  -0.806
C (-0.868, 1.412, -1.939)  -0.714
C (-0.455, 2.310, -0.760)  -0.204
C (1.052, 2.386, -0.580)  -1.201
H (-3.953, -1.067, -0.655)  0.373
H (-3.367, -0.389, -2.109)  0.287
H (-3.051, -2.043, -1.810)  0.323
H (-1.936, 0.138, 0.064)  0.220
H (-1.303, -1.452, -0.128)  0.265
H (0.229, -0.395, -1.489)  0.372
H (-1.003, -0.558, -2.681)  0.365
H (-1.825, 1.760, -2.333)  0.344
H (-0.176, 1.702, -2.745)  0.373
H (-0.994, 3.247, -0.882)  0.331
H (-0.819, 1.931, 0.204)  0.173
H (1.526, 2.608, -1.549)  0.306
H (1.489, 1.492, -0.135)  0.248
H (1.301, 3.240, 0.057)  0.382
H (0.707, -0.799, 2.475)  0.304
H (-0.113, -1.980, 2.941)  0.323
O (0.499, -1.311, 3.267)  -0.625
H (4.435, -1.359, 2.707)  0.315
H (3.681, -2.584, 2.245)  0.315
O (4.508, -2.325, 2.667)  -0.630

gap between HOMO and LUMO: 11.39 eV
charge: 0
ΔE to the lowest compared entry with this formula, charge and spin: 6.75 kcal/mol
E_HOMO: -0.4088 hartree
LUMO energy: 0.265 eV

3.
This record from OMol25 describes C27H30N4O3 in the gas phase. The level of theory is wB97M-V/def2-TZVPD.

Each line ends with the Mulliken charge.
Geometry (Å):
C (6.909, 0.347, 1.123)  -1.114
H (6.937, -0.714, 1.358)  0.325
H (6.353, 0.856, 1.906)  0.322
H (7.928, 0.728, 1.115)  0.381
C (6.244, 0.574, -0.237)  -1.102
C (4.839, 0.047, -0.225)  0.991
C (4.574, -1.271, -0.577)  -0.750
C (3.286, -1.772, -0.531)  -0.286
C (2.239, -0.951, -0.133)  -1.157
C (2.493, 0.363, 0.235)  0.452
C (3.784, 0.854, 0.184)  -1.203
H (3.973, 1.881, 0.459)  0.411
H (1.680, 1.003, 0.546)  0.289
N (0.913, -1.468, -0.063)  0.955
C (0.105, -1.609, -1.129)  0.394
O (-1.031, -2.044, -1.041)  -0.524
C (0.627, -1.095, -2.464)  -0.848
H (1.649, -0.727, -2.390)  0.270
C (-0.307, 0.027, -2.950)  -0.328
C (-0.249, 1.192, -1.981)  0.451
O (0.412, 2.186, -2.176)  -0.690
N (-0.982, 0.971, -0.845)  1.879
C (-1.004, 1.733, 0.311)  -0.266
N (-1.478, 1.089, 1.376)  0.366
C (-1.549, 1.730, 2.532)  -0.671
C (-1.150, 3.043, 2.695)  -0.897
C (-0.644, 3.712, 1.587)  -0.509
C (-0.565, 3.058, 0.373)  -0.961
H (-0.176, 3.537, -0.508)  0.559
H (-0.317, 4.738, 1.668)  0.455
H (-1.227, 3.528, 3.655)  0.465
H (-1.941, 1.151, 3.357)  0.460
H (-1.485, 0.093, -0.767)  -1.094
H (-1.326, -0.356, -3.014)  -0.278
H (0.020, 0.377, -3.929)  0.545
H (0.591, -1.918, -3.180)  0.590
C (0.486, -1.808, 1.289)  -0.581
H (0.413, -0.888, 1.880)  0.438
H (1.252, -2.456, 1.730)  0.510
C (-0.850, -2.572, 1.351)  0.193
O (-0.888, -3.783, 1.324)  -0.704
N (-1.914, -1.786, 1.595)  0.285
H (-1.837, -0.775, 1.493)  0.335
C (-3.243, -2.363, 1.574)  -0.738
H (-3.417, -2.893, 2.519)  0.396
H (-3.280, -3.106, 0.772)  0.426
C (-4.311, -1.288, 1.389)  -1.249
C (-4.164, -0.492, 0.119)  0.846
C (-4.222, 0.896, 0.156)  -0.339
C (-4.111, 1.644, -1.004)  -0.613
C (-3.948, 1.011, -2.224)  -0.440
C (-3.901, -0.373, -2.273)  -0.600
C (-4.007, -1.119, -1.112)  -0.379
H (-3.964, -2.195, -1.167)  0.320
H (-3.793, -0.878, -3.222)  0.455
H (-3.863, 1.592, -3.130)  0.389
H (-4.155, 2.722, -0.955)  0.457
H (-4.360, 1.400, 1.102)  0.364
H (-5.288, -1.782, 1.387)  0.400
H (-4.285, -0.607, 2.243)  0.293
H (3.080, -2.795, -0.809)  0.542
H (5.384, -1.912, -0.893)  0.384
H (6.824, 0.067, -1.010)  0.370
H (6.236, 1.643, -0.460)  0.353

gap between HOMO and LUMO: 9.52 eV
charge: 0
ΔE to the lowest compared entry with this formula, charge and spin: 0.00 kcal/mol
E_HOMO: -0.3268 hartree
LUMO energy: 0.624 eV

4.
This record from OMol25 describes C17H17NO3S in the gas phase in a non-equilibrium geometry. The level of theory is wB97M-V/def2-TZVPD.

Each line ends with the Mulliken charge.
Geometry (Å):
O (2.410, 1.337, -2.087)  -0.668
C (1.802, 0.386, -1.650)  0.572
N (0.521, 0.452, -1.225)  0.031
H (0.083, -0.358, -0.810)  0.162
C (-0.230, 1.691, -1.175)  -1.422
C (-0.677, 1.969, 0.235)  0.374
C (-1.984, 1.723, 0.624)  -0.508
C (-2.413, 1.924, 1.934)  -1.038
C (-1.478, 2.369, 2.835)  1.006
C (-0.155, 2.611, 2.453)  0.817
C (0.269, 2.417, 1.164)  -0.940
H (1.289, 2.605, 0.872)  0.529
O (0.557, 3.042, 3.539)  -0.486
C (-0.356, 3.078, 4.614)  -0.239
O (-1.624, 2.645, 4.167)  -0.480
H (-0.433, 4.107, 4.999)  0.245
H (-0.003, 2.414, 5.420)  0.248
H (-3.432, 1.740, 2.232)  0.432
H (-2.698, 1.376, -0.108)  0.377
H (-1.095, 1.623, -1.843)  0.421
H (0.443, 2.472, -1.540)  0.529
C (2.394, -1.008, -1.557)  -0.665
H (3.479, -0.936, -1.488)  0.404
H (1.996, -1.575, -0.715)  0.333
S (2.108, -1.967, -3.083)  -0.126
C (0.280, -2.107, -3.118)  -0.782
C (-0.301, -2.671, -1.860)  0.247
C (0.268, -3.783, -1.251)  -0.288
C (-0.259, -4.285, -0.075)  -0.555
C (-1.362, -3.682, 0.508)  -0.527
C (-1.942, -2.581, -0.097)  -0.391
C (-1.416, -2.079, -1.275)  -0.401
H (-1.885, -1.231, -1.756)  0.430
H (-2.806, -2.109, 0.348)  0.406
H (-1.769, -4.070, 1.429)  0.386
H (0.193, -5.149, 0.389)  0.399
H (1.134, -4.245, -1.703)  0.442
H (-0.134, -1.125, -3.349)  0.309
H (0.099, -2.773, -3.964)  0.413

gap between HOMO and LUMO: 8.90 eV
charge: 0
ΔE to the lowest compared entry with this formula, charge and spin: 34.29 kcal/mol
E_HOMO: -0.3033 hartree
LUMO energy: 0.647 eV

5.
This record from OMol25 describes 2 unconnected molecules or ions with the total composition C4H12 in a non-equilibrium geometry. The level of theory is wB97M-V/def2-TZVPD.

Each line ends with the Mulliken charge.
Geometry (Å):
C (-0.431, -0.461, 1.663)  -0.529
C (-1.094, 0.292, 2.793)  -0.965
H (-0.965, -0.193, 0.722)  0.107
H (0.610, -0.177, 1.577)  0.240
H (-0.362, -1.572, 1.810)  0.289
H (-0.800, 1.393, 2.806)  0.248
H (-0.876, 0.007, 3.804)  0.327
H (-2.184, 0.219, 2.748)  0.278
C (0.439, 0.377, -1.671)  -0.628
C (1.029, -0.243, -2.892)  -0.833
H (1.257, 0.346, -0.900)  0.199
H (0.165, 1.475, -1.724)  0.298
H (-0.374, -0.158, -1.234)  0.205
H (0.490, 0.153, -3.756)  0.272
H (1.001, -1.423, -2.818)  0.232
H (2.095, -0.034, -2.929)  0.260

gap between HOMO and LUMO: 12.65 eV
charge: 0
ΔE to the lowest compared entry with this formula, charge and spin: 13.83 kcal/mol
E_HOMO: -0.4221 hartree
LUMO energy: 1.163 eV

6.
This record from OMol25 describes a molecular structure, C21H47CrFN3O6Y in a non-equilibrium geometry. The level of theory is wB97M-V/def2-TZVPD.

Each line ends with the Löwdin spin population.
Geometry (Å):
Cr (-2.873, 1.906, 1.806)  4.792
Y (-0.075, 0.392, -1.224)  0.003
C (1.217, -0.224, 2.581)  0.000
C (0.954, -1.803, 2.316)  0.000
C (0.137, -2.185, 3.549)  0.000
C (-0.306, -3.671, 3.544)  0.000
C (-1.183, -3.925, 2.387)  0.000
C (-0.437, -3.421, 0.986)  0.000
N (0.182, -2.079, 1.102)  0.000
O (0.685, -1.589, -0.136)  0.000
C (-1.547, -3.459, -0.013)  0.000
C (0.694, -4.530, 0.556)  0.000
C (2.323, -2.454, 2.380)  0.000
H (0.358, 0.342, 2.940)  0.001
H (1.666, 0.335, 1.760)  0.000
H (2.048, -0.037, 3.262)  0.000
H (-0.818, -1.661, 3.529)  0.000
H (0.626, -2.046, 4.514)  0.000
H (-0.906, -3.865, 4.433)  0.000
H (0.553, -4.339, 3.483)  0.000
H (-2.124, -3.410, 2.576)  0.000
H (-1.485, -4.972, 2.402)  0.000
H (-1.247, -3.281, -1.046)  0.000
H (-2.244, -2.638, 0.154)  0.000
H (-2.266, -4.277, 0.035)  0.000
H (1.067, -5.107, 1.402)  0.000
H (1.475, -4.194, -0.126)  0.000
H (0.144, -5.292, 0.003)  0.000
H (2.870, -2.021, 1.543)  0.000
H (2.402, -3.537, 2.283)  0.000
H (2.853, -2.230, 3.306)  0.000
C (-3.565, -1.628, -2.902)  0.000
C (-2.319, -0.928, -2.362)  0.000
O (-2.388, -0.296, -1.319)  0.005
O (-1.167, -1.128, -2.800)  0.000
H (-3.478, -2.127, -3.867)  0.000
H (-4.387, -0.911, -2.911)  0.000
H (-3.841, -2.347, -2.131)  0.000
F (-1.075, 1.427, 0.736)  0.051
C (-2.585, 5.762, -0.074)  0.003
C (-2.350, 4.389, 0.642)  0.010
C (-1.845, 4.579, 2.062)  0.012
O (-1.397, 3.346, 2.594)  0.048
C (-0.682, 3.165, 3.857)  0.013
N (-3.685, 3.820, 0.640)  0.030
H (-3.390, 5.573, -0.784)  0.000
H (-1.617, 6.069, -0.470)  0.000
H (-2.875, 6.588, 0.576)  0.000
H (-1.759, 3.834, -0.087)  0.002
H (-2.640, 4.864, 2.751)  0.003
H (-0.985, 5.249, 2.093)  0.001
H (-1.292, 3.470, 4.708)  0.001
H (0.255, 3.706, 3.989)  0.001
H (-0.492, 2.094, 3.927)  0.003
H (-4.176, 3.819, -0.243)  0.005
H (-4.239, 4.215, 1.386)  0.011
C (2.000, -0.183, -6.775)  0.000
O (2.601, -0.271, -5.461)  0.000
C (1.784, -1.152, -4.594)  0.000
C (2.328, -1.070, -3.211)  0.000
N (1.974, 0.142, -2.484)  0.000
C (3.029, 0.414, -1.525)  0.000
C (2.874, 1.663, -0.729)  0.000
O (1.550, 1.759, -0.310)  0.000
C (1.388, 2.928, 0.549)  0.000
H (2.748, 0.284, -7.416)  0.000
H (1.124, 0.460, -6.699)  0.000
H (1.764, -1.131, -7.259)  0.000
H (1.801, -2.208, -4.863)  0.000
H (0.784, -0.723, -4.526)  0.000
H (3.405, -1.228, -3.155)  0.000
H (1.921, -1.924, -2.671)  0.000
H (2.214, 0.654, -3.321)  0.000
H (3.931, 0.499, -2.132)  0.000
H (3.204, -0.500, -0.957)  0.000
H (3.191, 2.502, -1.348)  0.000
H (3.552, 1.671, 0.124)  0.000
H (2.036, 3.785, 0.365)  0.000
H (1.585, 2.821, 1.615)  0.000
H (0.446, 3.473, 0.484)  0.000

gap between HOMO and LUMO (spin up / spin down): 5.67 / 5.67 eV
charge: +1
E_HOMO (spin up / spin down): -0.3204 / -0.3204 hartree
LUMO energy (spin up / spin down): -3.044 / -3.049 eV
2S+1: 6

Q: Among the records above, which one has the highest charge?
A: C12H18AuN3OS2

Q: Which of these has the highest charge?
A: C12H18AuN3OS2

Q: Among the records above, which one has the highest charge?
A: C12H18AuN3OS2

Q: Which value of charge does entry 3 give?
A: 0